1.
76
Properties=species:S:1:pos:R:3:lowdin_charge:R:1 method="wB97M-V/def2-TZVPD" de_lowest_kcal_mol=19.1 total_charge=+1 energy_ev=-75470.8780 orbital_gap_ha=0.2885 lumo_energy_ev=-2.87 max_force_ev_per_a=2.0
Hf -1.022 0.800 0.815 1.72
C -2.597 -1.841 2.350 -0.10
N -1.224 -1.393 2.078 -0.21
C -0.635 -2.302 1.091 -0.13
C -1.426 -2.258 -0.200 -0.26
C -1.709 -3.383 -0.994 0.01
C -2.579 -3.274 -2.068 -0.02
C -3.226 -2.049 -2.235 -0.04
C -2.775 -0.972 -1.509 -0.09
N -1.891 -1.057 -0.476 0.02
C -0.527 -1.309 3.363 -0.11
C 0.811 -0.746 3.211 -0.28
C 1.726 -0.715 4.226 0.00
C 2.897 0.003 4.056 -0.03
C 3.150 0.699 2.899 -0.01
C 2.158 0.616 1.919 -0.10
N 1.023 -0.081 2.064 0.02
C -3.655 -0.821 1.983 -0.26
C -4.970 -1.175 2.080 -0.02
C -5.923 -0.344 1.529 -0.03
C -5.574 0.962 1.197 -0.02
C -4.247 1.325 1.370 -0.09
N -3.299 0.387 1.573 0.01
H -2.764 -2.121 3.379 0.14
H -2.802 -2.764 1.797 0.14
H -0.542 -3.340 1.470 0.15
H 0.402 -2.005 0.876 0.13
H -1.216 -4.297 -0.703 0.12
H -2.785 -4.142 -2.685 0.12
H -4.050 -1.938 -2.951 0.13
H -3.219 -0.003 -1.699 0.11
H -0.507 -2.316 3.807 0.15
H -1.113 -0.589 3.921 0.14
H 1.533 -1.109 5.208 0.13
H 3.541 0.048 4.917 0.12
H 3.985 1.355 2.807 0.11
H 2.210 1.112 0.972 0.08
H -5.121 -2.199 2.423 0.13
H -6.943 -0.713 1.462 0.12
H -6.340 1.720 0.867 0.14
H -3.876 2.331 1.252 0.11
O -1.333 1.713 2.706 -0.46
S -0.255 2.807 2.771 0.34
O -0.790 4.120 2.940 -0.27
O 0.165 2.617 1.320 -0.46
O 0.733 2.394 3.761 -0.29
Cl -1.160 3.029 -1.832 0.49
C -2.177 2.335 -0.546 -0.75
H -3.079 1.992 -1.069 -0.02
H -2.460 3.145 0.123 -0.01
C 3.590 0.549 -4.368 0.02
N 2.391 0.206 -3.664 -0.06
N 2.185 0.453 -2.321 0.08
C 0.840 0.260 -2.032 -0.33
O 0.421 0.459 -0.832 -0.18
C 0.242 -0.101 -3.290 0.06
C 1.224 -0.078 -4.230 -0.28
C 1.120 -0.379 -5.687 0.00
C 3.272 0.862 -1.453 -0.23
C 4.187 -0.101 -1.076 -0.01
C 5.273 0.274 -0.261 -0.05
C 5.353 1.593 0.149 -0.08
C 4.392 2.523 -0.245 -0.05
C 3.367 2.172 -1.080 -0.02
H 3.794 1.619 -4.391 0.11
H 3.550 0.199 -5.414 0.10
H 4.446 0.052 -3.869 0.10
H -0.786 -0.344 -3.494 0.11
H 0.153 -0.816 -5.925 0.09
H 1.931 -1.056 -5.991 0.09
H 1.223 0.595 -6.169 0.10
H 4.063 -1.101 -1.507 0.13
H 6.072 -0.393 0.002 0.11
H 6.162 1.923 0.795 0.12
H 4.407 3.542 0.162 0.13
H 2.605 2.833 -1.428 0.13

***

2.
32
Properties=species:S:1:pos:R:3:lowdin_charge:R:1 method="wB97M-V/def2-TZVPD" de_lowest_kcal_mol=23.9 total_charge=0 energy_ev=-90770.3430 orbital_gap_ha=0.3504 lumo_energy_ev=-0.69 max_force_ev_per_a=2.5
O -14.253 -18.484 8.180 0.28
H -14.676 -19.181 8.687 0.06
H -14.900 -17.857 7.850 0.08
H -13.697 -18.828 7.478 0.11
As -11.151 -20.849 9.569 0.91
F -9.486 -21.458 9.239 -0.28
F -11.584 -21.203 7.907 -0.27
F -12.870 -20.277 9.751 -0.30
F -10.801 -20.617 11.320 -0.27
F -10.716 -19.161 9.220 -0.27
F -11.709 -22.494 10.010 -0.29
O -13.297 -18.930 11.880 -0.07
H -14.095 -19.225 12.318 0.02
H -13.242 -19.470 11.092 -0.05
O -15.853 -16.478 7.662 0.00
H -16.168 -16.006 6.891 0.07
H -16.121 -15.934 8.402 0.08
O -13.464 -19.961 5.970 -0.03
H -13.326 -20.081 5.031 0.06
H -13.106 -20.754 6.369 0.03
C -15.611 -22.658 9.434 -0.03
C -15.677 -21.439 8.498 -0.45
C -16.978 -21.483 7.701 -0.06
O -15.617 -20.300 9.341 -0.07
H -14.586 -22.907 9.708 0.08
H -15.994 -23.552 8.942 0.08
H -16.157 -22.454 10.355 0.09
H -14.893 -21.447 7.741 0.13
H -17.912 -21.454 8.263 0.08
H -17.046 -22.416 7.141 0.09
H -17.084 -20.628 7.034 0.08
H -16.428 -20.330 9.853 0.12

***

3.
17
Properties=species:S:1:pos:R:3:lowdin_charge:R:1 method="wB97M-V/def2-TZVPD" de_lowest_kcal_mol=49.2 total_charge=0 energy_ev=-21946.6724 orbital_gap_ha=0.3922 lumo_energy_ev=0.29 max_force_ev_per_a=4.8
C -1.512 2.515 1.411 0.00
C -0.230 -0.811 -2.031 -0.07
C 0.688 -1.719 0.089 -0.03
C 0.318 0.835 -0.170 -0.19
C -0.197 -0.566 -0.539 -0.32
O -2.084 3.382 1.827 0.08
O 1.078 1.096 0.793 -0.09
Cl 0.653 1.462 3.496 0.40
H 0.537 -0.345 -2.595 0.08
H -1.223 -0.705 -2.363 0.07
H -0.055 -1.802 -2.245 0.05
H 0.995 -1.519 1.050 0.04
H 0.041 -2.549 0.110 0.07
H 1.593 -1.778 -0.399 0.06
H -0.261 1.612 -0.667 0.10
H -1.189 -0.683 -0.095 0.14
H 0.850 1.576 2.328 -0.39

***

4.
12
Properties=species:S:1:pos:R:3:lowdin_charge:R:1 method="wB97M-V/def2-TZVPD" de_lowest_kcal_mol=43.3 total_charge=0 energy_ev=-85597.1626 orbital_gap_ha=0.3462 lumo_energy_ev=-0.86 max_force_ev_per_a=5.9
O 3.307 -1.718 -0.591 -0.54
P 3.138 -0.575 0.270 0.36
Br 3.177 1.299 -0.815 0.21
C -1.308 0.903 0.543 -0.05
C -0.836 -0.597 0.128 -0.34
O -0.401 -0.671 -1.156 -0.09
H -2.327 1.180 0.083 0.11
H -1.358 0.943 1.586 0.04
H -0.569 1.547 0.443 0.00
H -1.684 -1.251 0.293 0.09
H -0.046 -0.864 0.907 0.11
H -1.094 -0.198 -1.691 0.12

***

5.
11
Properties=species:S:1:pos:R:3:lowdin_charge:R:1 method="wB97M-V/def2-TZVPD" de_lowest_kcal_mol=123.0 total_charge=0 energy_ev=-8772.3605 orbital_gap_ha=0.3373 lumo_energy_ev=0.67 max_force_ev_per_a=5.1
C 0.152 1.596 0.349 -0.30
C 0.416 -0.533 0.316 -0.19
C -0.809 -1.366 0.195 -0.07
N 0.700 1.359 -0.828 0.08
O -0.203 2.516 1.006 0.11
O 0.928 -0.018 -0.857 -0.12
H 1.190 -0.789 0.951 0.08
H -1.010 -2.068 1.013 0.08
H -0.708 -1.832 -0.897 0.14
H -1.667 -0.799 0.341 0.04
H 1.011 1.935 -1.589 0.16

***

6.
68
Properties=species:S:1:pos:R:3:lowdin_charge:R:1 method="wB97M-V/def2-TZVPD" total_charge=0 energy_ev=-223090.7661 orbital_gap_ha=0.3941 lumo_energy_ev=0.32 max_force_ev_per_a=5.1
C 8.346 -0.286 5.853 -0.07
C 9.065 -1.688 5.750 -0.20
O 9.604 -1.804 4.369 -0.30
S 10.026 -3.332 3.714 0.71
C 11.639 -3.780 4.554 -0.11
O 8.986 -4.314 4.138 -0.34
O 10.361 -3.235 2.305 -0.30
H 8.928 0.631 5.759 0.07
H 7.855 -0.112 6.810 0.07
H 7.698 0.015 5.030 0.07
H 9.880 -1.690 6.473 0.11
H 8.408 -2.544 5.906 0.10
H 11.432 -4.171 5.550 0.05
H 12.286 -2.933 4.781 0.07
H 11.998 -4.668 4.033 0.07
C -4.718 -2.309 1.426 -0.05
C -4.524 -3.732 0.795 -0.30
O -4.884 -4.686 1.735 -0.30
S -3.805 -5.632 2.601 0.73
C -3.448 -6.857 1.204 -0.08
O -2.685 -4.715 2.782 -0.31
O -4.622 -6.342 3.615 -0.30
H -3.964 -2.073 2.177 0.07
H -5.689 -2.103 1.876 0.08
H -4.421 -1.607 0.648 0.07
H -4.842 -3.919 -0.230 0.12
H -3.476 -3.941 0.583 0.10
H -2.422 -7.175 1.387 0.06
H -3.499 -6.327 0.253 0.06
H -4.183 -7.658 1.279 0.06
C 0.891 1.627 0.232 -0.05
C 0.761 2.532 1.468 -0.34
O -0.326 3.350 1.360 -0.25
S -0.552 4.442 2.613 0.75
C -1.220 3.434 3.961 -0.12
O 0.803 5.010 3.046 -0.34
O -1.688 5.351 2.323 -0.31
H 1.886 1.401 -0.152 0.07
H 0.414 2.094 -0.629 0.08
H 0.597 0.594 0.418 0.07
H 0.582 1.949 2.371 0.11
H 1.720 3.029 1.613 0.12
H -1.364 4.235 4.686 0.07
H -0.559 2.685 4.397 0.07
H -2.204 3.059 3.680 0.07
C -3.733 0.813 -7.383 -0.10
C -3.900 -0.635 -7.607 -0.29
O -3.215 -1.123 -6.426 -0.29
S -2.185 -2.551 -6.563 0.71
C -0.731 -1.862 -7.490 -0.11
O -1.775 -3.058 -5.216 -0.31
O -2.923 -3.422 -7.384 -0.29
H -2.683 1.092 -7.468 0.08
H -4.097 1.218 -6.439 0.08
H -4.340 1.485 -7.990 0.08
H -4.918 -0.959 -7.393 0.12
H -3.615 -0.950 -8.611 0.12
H -0.018 -2.665 -7.677 0.07
H -0.301 -1.094 -6.847 0.06
H -0.905 -1.335 -8.428 0.06
Br -4.171 7.437 -2.815 0.54
C -5.924 8.459 -2.541 -0.64
C -5.505 9.893 -2.340 -0.67
Br -7.167 11.012 -2.147 0.55
H -6.345 8.001 -1.646 0.05
H -6.688 8.238 -3.286 0.06
H -5.124 10.152 -3.328 0.04
H -4.808 10.049 -1.516 0.06

***

7.
8
Properties=species:S:1:pos:R:3:lowdin_charge:R:1 method="wB97M-V/def2-TZVPD" de_lowest_kcal_mol=46.8 total_charge=0 energy_ev=-13926.5038 orbital_gap_ha=0.3502 lumo_energy_ev=0.34 max_force_ev_per_a=6.4
H -2.438 -0.703 0.922 0.00
N -1.800 0.073 0.879 -0.01
C -0.665 -0.351 0.194 -0.43
P 0.465 0.906 -0.511 0.80
O 1.865 0.024 -0.461 -0.39
H -0.491 -1.363 -0.427 0.09
H 0.681 1.686 0.580 -0.08
H 2.382 -0.272 -1.177 0.02

***

8.
17
Properties=species:S:1:pos:R:3:lowdin_charge:R:1 method="wB97M-V/def2-TZVPD" de_lowest_kcal_mol=64.0 total_charge=+2 energy_ev=-10687.2177 orbital_gap_ha="0.3396 / 0.3396" lumo_energy_ev="-9.38 / -9.38" max_force_ev_per_a=5.4
N -0.800 -1.711 0.527 0.08
C -0.958 -0.712 1.483 -0.10
N -0.075 0.253 1.545 0.08
N 1.140 0.424 1.096 0.08
C 1.482 1.174 0.074 0.00
N 0.572 1.677 -0.837 0.14
C -0.347 0.930 -1.445 -0.05
N -0.406 -0.398 -1.548 0.20
H 0.032 -2.305 0.595 0.13
H -1.645 -2.347 0.799 0.17
H -1.844 -0.680 2.097 0.16
H 1.781 0.048 1.749 0.19
H 2.625 1.455 0.140 0.22
H 0.710 2.663 -1.006 0.19
H -1.276 1.381 -1.958 0.21
H 0.297 -1.028 -1.362 0.09
H -1.288 -0.825 -1.949 0.19

***

9.
23
Properties=species:S:1:pos:R:3:lowdin_charge:R:1 method="wB97M-V/def2-TZVPD" de_lowest_kcal_mol=19.6 total_charge=0 energy_ev=-12023.3691 orbital_gap_ha=0.3444 lumo_energy_ev=0.45 max_force_ev_per_a=2.3
C -0.101 -2.482 1.053 -0.08
C -0.497 -1.113 0.541 -0.43
N 0.228 -0.905 -0.748 0.03
C -0.133 -0.008 1.525 -0.15
C 0.004 1.427 0.949 -0.26
O -1.240 1.820 0.342 -0.10
H -0.455 -2.664 2.063 0.07
H 0.973 -2.621 1.028 0.08
H -0.595 -3.220 0.413 0.08
H -1.577 -0.964 0.308 0.14
H 0.627 -1.768 -1.089 0.06
H 0.953 -0.205 -0.804 0.03
H -0.892 0.167 2.300 0.12
H 0.818 -0.156 2.040 0.11
H 0.214 2.223 1.662 0.11
H 0.868 1.625 0.296 0.09
H -1.419 1.306 -0.472 0.01
O 3.084 0.412 -0.868 -0.05
H 3.991 0.457 -0.527 0.05
H 3.093 0.545 -1.807 0.03
O -1.972 0.698 -2.002 -0.05
H -1.928 1.519 -2.488 0.06
H -1.447 -0.037 -2.342 0.04